Molecular formula: C40H80BrF8N6O7P3
Method: DFT, the ωB97M-V functional and the def2-TZVPD basis

Geometry as XYZ:
```
145
Properties=species:S:1:pos:R:3:mulliken_charge:R:1
C 0.25614 -6.83449 -8.70830 -1.2316
C -1.16574 -7.09916 -8.21901 -0.4405
C -1.31535 -6.68900 -6.73574 -0.7702
C -2.60424 -5.90366 -6.40764 -0.9594
C -2.32614 -4.40211 -6.30600 -1.0238
C -1.77831 -3.78069 -7.61492 0.5492
C -2.40676 -2.41833 -7.87374 -0.6374
C -2.22227 -1.87331 -9.30527 -1.1377
C -0.85310 -2.09888 -9.95411 -0.5070
C 0.21800 -1.07410 -9.56621 -0.9713
C 0.44096 -0.90499 -8.06332 0.2255
C 1.83305 -0.33426 -7.71585 -0.9293
C 1.81242 1.12582 -7.20820 -1.0638
C 2.27681 1.23588 -5.75461 -1.0842
C 1.27540 0.53839 -4.79688 -0.2053
C 1.04969 1.31819 -3.46985 -0.8040
O -0.22112 1.97879 -3.61548 -0.4822
C -1.14566 1.07182 -3.19349 0.1704
O -2.14928 0.81040 -3.77320 -0.5619
C -0.60153 0.53478 -1.84963 1.1059
C -0.82294 1.64944 -0.81171 -1.4285
C -2.25957 1.86200 -0.45152 0.3749
O -3.19563 1.38970 -0.99554 -0.4306
Br -2.55537 3.01098 1.09805 -0.1799
P -1.39495 -1.04549 -1.36725 0.5252
O -1.32579 -1.28484 0.09337 -0.7446
C 0.88040 0.32268 -2.29414 -0.0717
C 1.96197 0.50294 -1.21017 -1.1199
C 2.29372 -0.86516 -0.61727 -0.5858
O 3.12921 -0.72969 0.51586 -0.2191
C 4.22176 -1.60794 0.57700 -0.9987
C 4.23460 -2.23336 1.97103 0.8241
F 4.46972 -1.27798 2.90054 -0.1744
F 2.97882 -2.69503 2.20260 -0.3734
C 5.19914 -3.45184 2.13529 0.6618
F 5.50026 -4.01087 0.94564 -0.2985
F 4.54685 -4.39152 2.85696 -0.3214
C 6.51947 -3.18715 2.90943 0.6420
F 7.15285 -4.39049 2.97406 -0.3072
F 6.29297 -2.80452 4.17532 -0.2428
C 7.54511 -2.24951 2.24743 0.0193
F 7.04099 -1.01762 2.02274 -0.2044
F 8.02621 -2.80063 1.11500 -0.2664
H 0.94654 -7.37771 -8.06502 0.3653
H 0.46875 -5.76627 -8.67158 0.1958
H 0.39945 -7.16143 -9.73786 0.3712
H -1.39941 -8.16155 -8.28811 0.4251
H -1.89730 -6.58300 -8.83921 0.3192
H -0.44725 -6.12165 -6.39637 0.4237
H -1.32232 -7.60275 -6.14030 0.4667
H -2.94691 -6.24343 -5.42955 0.3580
H -3.38750 -6.08812 -7.14290 0.3946
H -3.24654 -3.87731 -6.04071 0.4468
H -1.63517 -4.24016 -5.47573 0.3574
H -0.69956 -3.69150 -7.48878 -0.0226
H -1.97706 -4.47847 -8.42704 0.0598
H -3.48238 -2.53876 -7.72422 0.5758
H -2.08872 -1.67968 -7.13887 0.1248
H -2.39311 -0.79384 -9.26999 0.3703
H -3.00378 -2.28802 -9.94170 0.4123
H -0.99663 -1.99264 -11.03239 0.3500
H -0.46399 -3.10693 -9.80671 0.1969
H 1.16663 -1.37638 -10.01572 0.4522
H -0.02676 -0.10847 -10.01570 0.2402
H -0.30843 -0.21979 -7.66679 0.2595
H 0.33794 -1.85466 -7.54111 -0.1450
H 2.48024 -0.35819 -8.59285 0.4945
H 2.32769 -0.95685 -6.96912 0.4617
H 0.80857 1.54713 -7.27500 0.5094
H 2.49087 1.73604 -7.80446 0.4151
H 3.23915 0.72732 -5.68175 0.2964
H 2.38168 2.28074 -5.46124 0.5548
H 1.68633 -0.43530 -4.53360 0.3765
H 0.33739 0.43123 -5.33805 -0.0045
H 1.89439 1.99530 -3.40015 0.8790
H -0.23550 1.41077 0.07199 0.6220
H -0.43033 2.58613 -1.21153 0.5257
H -2.71142 -0.95941 -1.84076 0.1268
H -0.76084 -2.04321 -2.13824 0.0603
H 0.93495 -0.71451 -2.62107 0.8495
H 1.68330 1.21107 -0.43719 0.3180
H 2.85502 0.84074 -1.73846 0.4064
H 1.35006 -1.31005 -0.27977 0.1785
H 2.72599 -1.47072 -1.41638 0.3732
H 5.13339 -1.01866 0.44937 0.3742
H 4.21949 -2.38862 -0.18149 0.5700
H 8.38239 -2.15299 2.94384 0.3119
O -4.87963 4.90198 5.01363 -0.8543
P -6.06202 3.99725 5.23602 0.7839
N -5.37931 2.48711 4.82837 0.2954
C -5.95544 1.40086 4.07062 -0.8927
C -4.48225 1.96524 5.84854 -1.1734
N -7.06180 4.68620 3.97519 0.1701
C -6.82784 4.32803 2.58806 -1.1412
C -7.15629 6.13633 4.11035 -1.1167
N -7.51350 3.35080 6.04571 -0.0248
C -8.74199 3.12698 5.30876 -0.8398
C -7.82070 4.03488 7.31372 -0.9732
H -6.66718 0.79685 4.65593 0.2945
H -5.16232 0.73323 3.72748 0.3627
H -6.45156 1.73690 3.16341 0.1697
H -5.03347 1.45798 6.65563 0.3245
H -3.89796 2.77271 6.29464 0.3511
H -3.77327 1.26079 5.41152 0.3544
H -5.76730 4.32907 2.31291 0.3547
H -7.34927 5.01836 1.92282 0.3652
H -7.25423 3.34898 2.36128 0.2609
H -6.26501 6.65089 3.73601 0.3219
H -7.28365 6.41977 5.15900 0.3343
H -8.03210 6.50064 3.56827 0.3513
H -9.25939 4.05095 5.03487 0.2858
H -9.40411 2.53480 5.94800 0.4022
H -8.57420 2.54525 4.40516 0.2396
H -8.20397 5.05121 7.15343 0.3220
H -6.91978 4.10649 7.92910 0.3285
H -8.55944 3.47164 7.88609 0.3494
O 5.19877 3.58483 6.19244 -0.8638
P 4.47202 2.40971 6.77270 0.7456
N 3.01018 3.11733 7.28959 0.1136
C 2.25630 2.79603 8.47755 -0.8054
C 2.14089 3.51635 6.19456 -1.1194
N 5.54015 2.05096 8.10531 0.1957
C 5.44853 2.82721 9.33385 -1.1595
C 6.92735 1.97046 7.66048 -1.0898
N 3.88469 0.74729 6.65887 0.2159
C 3.99159 -0.15770 7.78620 -0.8773
C 4.32588 0.06372 5.42932 -1.2292
H 1.66203 1.87375 8.37794 0.3042
H 1.56388 3.61284 8.69338 0.3716
H 2.88864 2.70853 9.35594 0.1210
H 1.56054 2.66659 5.80367 0.3319
H 2.72678 3.93330 5.37378 0.3309
H 1.44749 4.29319 6.51998 0.3575
H 5.36120 3.90665 9.15658 0.3539
H 6.33459 2.65563 9.94719 0.3702
H 4.60895 2.49614 9.94575 0.2920
H 7.37851 2.95778 7.51387 0.3277
H 6.99811 1.43208 6.71144 0.2906
H 7.51726 1.41426 8.39273 0.3659
H 5.01613 -0.49009 7.98055 0.3025
H 3.37910 -1.03565 7.56149 0.3588
H 3.59252 0.27932 8.69895 0.2549
H 5.39784 -0.17554 5.45420 0.3158
H 4.14062 0.70055 4.56124 0.3528
H 3.76635 -0.85832 5.27691 0.4475
```

Values from the calculation:
Structure (SMILES) = CCCCCCCCCCCCCCC[C@H]1OC(=O)[C@@](CC(=O)Br)([PH2]=O)[C@@H]1CCOCC(F)(F)C(F)(F)C(F)(F)C(F)F.CN(C)P(=O)(N(C)C)N(C)C.CN(C)P(=O)(N(C)C)N(C)C
Total energy = -185696.8244 eV
HOMO-LUMO gap = 0.308 Ha


Molecular formula: CH3NO2P2
Method: DFT, the ωB97M-V functional and the def2-TZVPD basis

Geometry as XYZ:
```
9
Properties=species:S:1:pos:R:3:nbo_charge:R:1
C -0.50229 0.50767 -0.26898 -0.3068
N -0.21419 1.69356 -0.02178 -0.6470
O -2.75717 -0.77906 0.83759 -0.9695
O 1.96141 -0.47009 0.10347 -0.9805
P -2.58693 0.17279 -0.24524 1.2839
P 0.54648 -0.98116 -0.57034 0.8142
H 0.77547 1.93169 0.05042 0.3498
H 2.71333 -0.50459 -0.49008 0.4982
H 0.06388 -1.57081 0.60494 -0.0423
```

Values from the calculation:
Structure (SMILES) = [H]/N=C(/P=O)PO
Total energy = -25246.9358 eV
HOMO-LUMO gap = 0.274 Ha


Molecular formula: C22H35CdNO3P2S
Method: DFT, the ωB97M-V functional and the def2-TZVPD basis

Geometry as XYZ:
```
65
Properties=species:S:1:pos:R:3:nbo_charge:R:1
P 2.22143 2.84130 -2.92730 0.8107
P -0.33379 1.65395 -4.24051 0.7935
C 2.05440 3.04609 -4.77493 -0.7070
C 0.58475 2.96310 -5.21035 -0.7021
H 2.64937 2.24396 -5.23956 0.2227
H 2.50181 4.01238 -5.05147 0.2184
H 0.06591 3.91777 -5.02996 0.2230
H 0.49727 2.71887 -6.27951 0.2192
C 0.01409 0.22400 -5.34703 -0.9409
H -0.64423 -0.60444 -5.05762 0.2334
H 1.05756 -0.09349 -5.21971 0.2319
H -0.16298 0.48206 -6.40028 0.2163
C -2.04203 2.07924 -4.74255 -0.9457
H -2.15327 2.13171 -5.83230 0.2160
H -2.30776 3.04741 -4.30078 0.2330
H -2.71739 1.31335 -4.34347 0.2330
C 4.03436 2.63163 -2.81743 -0.9468
H 4.31106 2.59911 -1.75658 0.2370
H 4.57374 3.44954 -3.31127 0.2142
H 4.31121 1.67793 -3.28361 0.2315
C 2.03414 4.60339 -2.43689 -0.9426
H 0.98204 4.90275 -2.53095 0.2321
H 2.65744 5.25683 -3.06288 0.2161
H 2.33723 4.70481 -1.38744 0.2354
Cd -1.59368 -0.62830 2.62567 1.4438
C -1.35707 -0.18121 0.22628 -0.4159
C -0.59177 -1.14544 -0.35568 -0.0403
C 0.52816 -0.92512 -1.31391 -0.4757
C 1.92852 -0.86336 -0.63509 -0.4364
C 2.06712 0.09540 0.51153 -0.1753
C 1.34838 1.20526 0.72345 -0.1999
C 0.31251 1.78946 -0.19663 -0.4831
C -1.15621 1.29172 -0.08239 -0.4475
C 0.22007 -0.78761 3.86501 -1.2068
H -2.41676 -0.45133 0.43866 0.2294
H -0.80530 -2.19393 -0.12124 0.2248
H 0.34812 -0.02642 -1.91975 0.2357
H 0.54486 -1.75768 -2.04478 0.2253
H 2.15807 -1.88544 -0.28113 0.2147
H 2.69609 -0.61863 -1.40028 0.2244
H 2.89224 -0.14539 1.19233 0.2087
H 1.55918 1.81849 1.61068 0.2066
H 0.66147 1.66335 -1.23954 0.2527
H 0.30902 2.88925 -0.04686 0.2152
H -1.66554 1.91044 0.67434 0.2074
H -1.64810 1.49354 -1.05212 0.2291
H -0.10521 -0.65597 4.91688 0.2169
H 1.08565 -0.14254 3.65985 0.2069
H 0.51828 -1.83637 3.69429 0.2105
O -5.10415 -2.47535 5.62040 -0.9140
S -3.71934 -2.10814 5.46590 2.2758
O -3.22966 -0.92638 6.13950 -0.9205
N -3.15089 -2.00663 3.86144 -0.9833
C -2.41532 -3.09450 3.47991 0.6234
O -1.76370 -3.08059 2.39376 -0.7352
C -2.20581 -4.07138 4.56569 -0.1568
C -1.17322 -5.02066 4.59363 -0.1479
C -0.70815 -5.45724 5.83174 -0.2122
C -1.32701 -5.04389 7.02302 -0.1863
C -2.41251 -4.14970 6.98817 -0.1920
C -2.73972 -3.58126 5.75662 -0.2665
H -0.70879 -5.35301 3.66624 0.2346
H 0.16362 -6.10409 5.86654 0.2194
H -0.92387 -5.37587 7.98267 0.2225
H -2.94595 -3.86673 7.89957 0.2357
```

Values from the calculation:
Total energy = -64988.3701 eV
HOMO-LUMO gap = 0.282 Ha


Molecular formula: C6H14N2
Method: DFT, the ωB97M-V functional and the def2-TZVPD basis

Geometry as XYZ:
```
22
Properties=species:S:1:pos:R:3:nbo_charge:R:1
C 0.44114 1.94954 1.25348 -0.6395
C 0.28899 0.75822 2.14347 -0.1857
C 0.01114 -0.46383 1.72577 -0.1888
C -0.17269 -1.65218 2.61928 -0.6365
H 0.47110 1.65299 0.20519 0.2075
H -0.37735 2.65958 1.37749 0.2170
H 1.37120 2.47333 1.48168 0.2124
H 0.42872 0.92641 3.20874 0.1874
H -0.14726 -0.65042 0.66787 0.1887
H 0.00160 -1.39493 3.66262 0.2089
H -1.19060 -2.03813 2.53813 0.2147
H 0.49730 -2.46865 2.34320 0.2107
C 0.09353 -0.68772 -1.98308 -0.0527
C -0.41188 0.30355 -2.69147 -0.0632
N -1.79763 0.34207 -3.05013 -0.8464
N 1.46910 -0.72737 -1.60495 -0.8472
H -0.56601 -1.45156 -1.57564 0.1787
H 0.25446 1.06931 -3.08782 0.1747
H -1.92367 -0.04632 -3.97753 0.3644
H -2.13530 1.29521 -3.08603 0.3601
H 1.76706 -1.67171 -1.40192 0.3632
H 1.62703 -0.17739 -0.76833 0.3715
```

Values from the calculation:
Structure (SMILES) = C/C=C/C.N/C=C/N
Total energy = -9427.8585 eV
HOMO-LUMO gap = 0.357 Ha